1.
{
  "formula": "C21H18BeN4OS3",
  "method": "wB97M-V/def2-TZVPD",
  "symbols": ["Be", "C", "C", "N", "C", "C", "S", "C", "C", "S", "C", "N", "C", "H", "H", "H", "H", "H", "H", "H", "H", "O", "N", "C", "C", "C", "C", "C", "S", "H", "H", "H", "H", "C", "C", "C", "C", "C", "C", "C", "C", "N", "H", "H", "H", "H", "H", "H"],
  "xyz": [[-0.3353, 0.2392, -0.5263], [1.8163, 0.8185, -3.0995], [2.2598, 0.5135, -1.7092], [1.4428, 0.2944, -0.7270], [2.0974, 0.0474, 0.4650], [3.4444, 0.0588, 0.3795], [3.9040, 0.4099, -1.2327], [1.1871, -0.1051, 1.5960], [1.4015, -0.2494, 2.9207], [-0.1024, -0.2606, 3.7416], [-0.9438, -0.0652, 2.2619], [-0.1463, -0.0131, 1.2374], [-2.4292, 0.0334, 2.1585], [0.7408, 0.9864, -3.0939], [2.0466, -0.0104, -3.7706], [2.3130, 1.7119, -3.4763], [4.1703, -0.0992, 1.1602], [2.3357, -0.3302, 3.4511], [-2.9163, -0.7595, 2.7251], [-2.7152, -0.0436, 1.1105], [-2.7758, 0.9924, 2.5459], [-1.1898, 1.4433, -1.0809], [-1.5904, 2.6639, -0.7248], [-2.7812, 3.0296, -1.2660], [-3.3362, 4.2454, -1.0254], [-2.6386, 5.1288, -0.1813], [-1.4432, 4.7470, 0.3500], [-0.8446, 3.4792, 0.0857], [0.6445, 3.0191, 0.7255], [-3.2246, 2.2735, -1.8949], [-4.2832, 4.5001, -1.4770], [-3.0451, 6.1065, 0.0437], [-0.8807, 5.3997, 1.0011], [-0.9208, -1.3056, -1.2414], [-0.1557, -2.4337, -0.6889], [1.0978, -2.7988, -1.2101], [1.8728, -3.7826, -0.6295], [1.4266, -4.4438, 0.5150], [0.1855, -4.1040, 1.0525], [-0.5823, -3.1204, 0.4602], [2.2314, -5.4691, 1.1238], [2.8760, -6.2845, 1.6173], [-1.9903, -1.4064, -1.0235], [-0.8059, -1.2351, -2.3298], [1.4619, -2.2900, -2.0961], [2.8341, -4.0468, -1.0520], [-0.1677, -4.6189, 1.9370], [-1.5451, -2.8659, 0.8919]],
  "forces_ev_per_a": [[0.0, -0.1, 0.2], [0.0, 0.0, 0.0], [0.0, 0.0, -0.1], [0.1, 0.1, 0.3], [-0.2, 0.0, 0.0], [0.0, 0.0, 0.0], [0.1, 0.0, -0.1], [-0.1, 0.0, -0.1], [0.0, -0.1, 0.1], [0.0, 0.0, 0.1], [0.0, -0.1, -0.1], [0.2, 0.2, 0.1], [0.1, 0.0, 0.0], [0.0, 0.0, 0.0], [0.0, 0.0, 0.0], [0.0, 0.0, 0.0], [0.0, 0.0, 0.0], [0.0, 0.0, 0.0], [0.0, 0.0, 0.0], [0.0, 0.0, 0.0], [0.0, 0.0, 0.0], [-0.1, -0.2, -0.4], [0.0, 0.1, 0.2], [0.0, 0.0, 0.0], [0.0, 0.1, 0.0], [0.0, 0.0, 0.0], [0.0, 0.0, 0.0], [-0.1, 0.0, 0.1], [-0.1, 0.2, -0.1], [0.0, 0.0, 0.0], [0.0, 0.0, 0.0], [0.0, 0.0, 0.0], [0.0, 0.0, 0.0], [-0.1, -0.1, -0.1], [0.0, 0.1, 0.0], [0.0, 0.0, 0.0], [0.0, 0.0, 0.0], [0.1, -0.1, 0.0], [0.0, 0.0, 0.0], [0.0, 0.0, 0.0], [-0.1, 0.1, 0.0], [0.0, 0.0, 0.0], [0.1, 0.0, 0.0], [0.0, 0.0, 0.1], [0.0, 0.0, 0.0], [0.0, 0.0, 0.0], [0.0, 0.0, 0.0], [0.0, 0.0, 0.0]],
  "mulliken_charge": [-0.83, -1.34, 0.55, 0.52, -0.26, -0.14, -0.23, -0.69, -0.18, -0.23, 0.53, 0.46, -1.34, 0.22, 0.31, 0.44, 0.46, 0.48, 0.43, 0.20, 0.37, 0.11, 0.31, -0.28, -0.78, -0.05, -0.88, 0.53, -0.31, 0.46, 0.40, 0.37, 0.40, -0.43, -0.08, -0.10, -0.99, 0.49, -0.91, -0.30, -0.02, -0.55, 0.50, 0.52, 0.48, 0.47, 0.47, 0.44],
  "multiplicity": 1,
  "homo_energy_ev": -7.46
}

***

2.
{
  "formula": "C3H5N3O",
  "method": "wB97M-V/def2-TZVPD",
  "symbols": ["N", "C", "C", "N", "C", "O", "N", "H", "H", "H", "H", "H"],
  "xyz": [[-0.7227, -0.7040, 1.7612], [-0.1410, -0.3391, 0.5702], [-0.4499, 1.0500, 0.0856], [0.1023, 1.4183, -0.9911], [0.9792, -0.9181, -1.4118], [2.1299, -0.8498, -1.7647], [0.5641, -1.1630, -0.0972], [-0.8865, 0.0036, 2.4620], [-0.4078, -1.5921, 2.1278], [-1.1451, 1.6614, 0.6766], [-0.1562, 2.3553, -1.2900], [0.1336, -0.9225, -2.1286]],
  "forces_ev_per_a": [[0.1, 0.0, 0.1], [0.1, -0.2, -0.2], [0.2, 0.1, -0.3], [-0.3, 0.1, 0.3], [0.3, 0.0, -0.2], [-0.5, -0.2, 0.2], [-0.2, 0.2, 0.1], [0.0, 0.0, -0.2], [0.0, 0.1, -0.1], [0.1, -0.1, -0.1], [-0.1, 0.0, 0.1], [0.2, 0.0, 0.0]],
  "mulliken_charge": [-0.48, 0.52, -0.10, -0.46, 0.12, -0.51, -0.53, 0.23, 0.28, 0.32, 0.24, 0.36],
  "multiplicity": 1,
  "homo_energy_ev": -9.35,
  "smiles": "[H]/N=C/C(N)=N\\C=O"
}